C11H8Cl2MoN3O2S3 as an isolated structure, computed with ωB97M-V/def2-TZVPD.

```
! RIJCOSX wB97M-V def2-TZVPD def2/J DEFGRID3
* xyz 1 3
Mo -0.4209 0.5175 -1.2631
Cl -1.8553 -0.1040 3.4468
C -0.5363 -0.8935 2.6778
C 0.2629 -1.8155 3.3956
C 1.3257 -2.4324 2.8028
Cl 2.2840 -3.5434 3.7068
C 1.6617 -2.1690 1.4439
C 2.7402 -2.7182 0.7216
C 2.9308 -2.3473 -0.5839
C 2.0543 -1.4401 -1.1924
N 1.0287 -0.9105 -0.5441
C 0.8435 -1.2655 0.7619
C -0.2450 -0.6274 1.3760
O -0.8948 0.2303 0.5584
H 0.0230 -2.0241 4.4286
H 3.4077 -3.4206 1.2020
H 3.7508 -2.7458 -1.1628
H 2.1815 -1.1411 -2.2234
S 0.2243 1.6704 -5.2941
C 0.3502 1.0088 -3.8301
S 1.1879 1.7509 -2.4556
S -0.4209 -0.5201 -3.3599
N -2.3632 2.8812 0.5199
C -2.5126 2.7898 -0.8014
N -3.2513 3.6768 -1.4645
O -1.9639 1.8516 -1.4587
H -2.8268 3.5944 1.0553
H -1.9459 2.1032 1.0127
H -3.7169 4.4419 -1.0096
H -3.3034 3.6018 -2.4664
*
```

The total energy is -79505.2161 eV. The energy above the lowest of the compared OMol25 structures with the same formula, charge and spin comes out at 0.000 eV. As for the HOMO-LUMO gap (spin up / spin down): 6.44 / 6.77 eV. As for the LUMO energy (spin up / spin down): -4.74 / -4.51 eV.

=====

An isolated ion of composition C4H7BrNS and charge +1, computed with ωB97M-V/def2-TZVPD.

```
! RIJCOSX wB97M-V def2-TZVPD def2/J DEFGRID3
* xyz 1 1
C -0.0237 -1.0201 -0.8195
N -0.3104 -0.1437 0.3809
C 0.6626 0.8107 0.9540
S 0.6295 2.3280 -0.1547
C -1.0097 1.9997 -0.4086
C -1.4405 0.7876 0.0175
Br -3.2137 0.0449 0.0613
H 0.2644 -0.4709 -1.6305
H 0.6360 -1.8672 -0.7159
H -0.9776 -1.5108 -1.1129
H -0.4817 -0.7496 1.0900
H 0.2632 1.1693 1.8909
H 1.6490 0.3824 1.1327
H -1.6990 2.7702 -0.6626
*
```

The total energy is -86620.8049 eV. The energy above the lowest of the compared OMol25 structures with the same formula, charge and spin comes out at 1.883 eV. As for the HOMO-LUMO gap: 9.67 eV. Its SMILES is C[N@H+]1CSC=C1Br. As for the LUMO energy: -3.54 eV.

=====

C15H31ClMoP2 as an isolated structure, computed with ωB97M-V/def2-TZVPD.

```
! RIJCOSX wB97M-V def2-TZVPD def2/J DEFGRID3
* xyz 2 3
P 0.0594 -1.4840 -1.8211
P 0.0922 1.7460 -1.6635
C -0.3109 -0.4769 -3.3314
C 0.3696 0.8752 -3.2831
H -1.4044 -0.3788 -3.3891
H 0.0359 -1.0710 -4.1883
H 1.4572 0.7839 -3.4073
H -0.0199 1.5426 -4.0632
C -1.5716 2.4512 -2.0748
H -1.8745 3.1709 -1.3019
H -2.3151 1.6387 -2.1104
H -1.5308 2.9523 -3.0555
C 1.1944 3.1567 -2.0721
H 0.8653 3.6141 -3.0160
H 2.2120 2.7544 -2.1863
H 1.1805 3.8949 -1.2601
C -1.0392 -2.8832 -2.2264
H -0.9425 -3.6616 -1.4575
H -0.7698 -3.2751 -3.2175
H -2.0706 -2.4985 -2.2368
C 1.7277 -2.0969 -2.3138
H 2.4420 -1.2580 -2.3229
H 1.6716 -2.5456 -3.3201
H 2.0771 -2.8440 -1.5883
Mo -0.0158 -0.0450 3.6376
C 0.7222 1.5698 2.1709
C -0.6879 1.5025 2.0568
C -1.5208 0.7306 1.0659
C -1.9218 -0.7180 1.4579
C -0.8942 -1.4793 2.2492
C 0.5269 -1.4087 2.0524
C 1.2574 -0.6038 0.9985
C 1.7152 0.8240 1.3361
C 0.2539 -1.4813 5.1457
H 1.1185 2.4099 2.7460
H -1.2402 2.2542 2.6296
H -1.0624 0.7188 0.0570
H -2.4570 1.3049 0.9268
H -2.8749 -0.6732 2.0176
H -2.1774 -1.2916 0.5479
H -1.2459 -2.3636 2.7954
H 1.0927 -2.2568 2.4676
H 0.6524 -0.5431 0.0613
H 2.1397 -1.1961 0.7218
H 2.6923 0.7594 1.8514
H 1.9445 1.3762 0.4072
H 1.1330 -1.1508 5.7217
H 0.3880 -2.5062 4.7655
H -0.6458 -1.4134 5.7876
Cl -0.4281 1.5731 5.2318
*
```

The total energy is -48993.0468 eV. The energy above the lowest of the compared OMol25 structures with the same formula, charge and spin comes out at 0.000 eV. As for the HOMO-LUMO gap (spin up / spin down): 6.96 / 5.31 eV. As for the LUMO energy (spin up / spin down): -8.44 / -9.76 eV.